A cluster of 2 separate species, C12H22ClFN5O2P in total. Source: the Open Molecules 2025 dataset; level of theory: wB97M-V/def2-TZVPD.

Calculated values
Frontier orbital gap in hartree: 0.3400
SMILES string: CC[C@@H](Cl)N(CC(N)(N)N)C(=O)O[PH2]=N.Fc1ccccc1
Lowest unoccupied orbital energy in eV: 0.4
ΔE to the lowest compared entry with this formula, charge and spin in eV: 1.6575
F_max in eV/A: 5.58

Structure (XYZ):
```
44
Properties=species:S:1:pos:R:3:forces:R:3
C -0.749 -4.668 1.136 0.273 0.203 -1.238
C -0.653 -3.373 0.162 -0.617 -0.233 1.184
C -1.187 -2.121 1.050 -1.422 -0.937 -1.443
Cl -0.539 -2.164 2.785 -0.080 0.122 -0.861
N -1.038 -0.810 0.371 2.704 -1.356 2.216
C -1.570 0.335 1.167 -0.608 2.407 -0.534
C -3.146 0.297 1.444 -0.922 -0.113 1.150
N -3.701 1.697 1.582 1.105 -0.281 0.306
N -3.388 -0.392 2.764 0.099 -0.201 -0.858
N -3.956 -0.363 0.383 -0.573 0.119 0.984
C 0.384 -0.516 0.048 -0.667 3.925 -3.915
O 0.556 0.357 -0.846 -0.318 -3.292 3.651
O 1.504 -1.129 0.604 -0.800 0.052 0.592
P 2.373 -0.411 1.831 0.213 1.780 1.748
N 1.877 0.955 2.473 -0.644 -1.515 -1.626
H 0.147 -4.709 1.834 -1.408 0.063 -0.753
H -1.753 -4.630 1.703 1.722 -0.216 -0.802
H -0.709 -5.582 0.448 -0.184 1.115 1.160
H -1.374 -3.570 -0.712 0.991 0.728 1.315
H 0.388 -3.207 -0.265 -1.296 -0.251 0.735
H -2.321 -2.305 1.149 1.911 0.419 0.171
H -1.018 0.525 2.156 -0.849 -0.703 -1.187
H -1.380 1.281 0.531 -0.341 -1.588 0.805
H -3.001 2.246 2.115 -0.550 -0.252 -0.550
H -4.523 1.648 2.217 0.758 -0.109 -0.681
H -4.323 -0.819 2.725 0.537 0.546 0.400
H -3.319 0.313 3.508 -0.177 -0.709 -0.279
H -4.886 0.103 0.438 0.956 -0.266 -0.371
H -4.180 -1.348 0.631 0.606 0.820 -0.204
H 2.491 -1.370 2.911 -0.013 -0.071 -1.272
H 3.729 -0.212 1.366 -0.888 -0.830 -0.219
H 1.014 1.208 1.975 0.340 0.572 0.507
F 5.134 2.258 -5.282 0.133 -0.022 -0.123
C 4.165 2.492 -4.382 -0.577 0.127 0.536
C 3.836 3.799 -4.061 0.113 0.123 -0.114
C 2.828 4.041 -3.132 0.006 -0.367 0.007
C 2.170 2.973 -2.527 -0.020 0.075 0.027
C 2.512 1.665 -2.854 0.122 0.114 -0.143
C 3.512 1.422 -3.791 0.092 -0.045 -0.070
H 4.365 4.618 -4.535 -0.011 -0.074 -0.007
H 2.557 5.061 -2.879 0.063 -0.084 -0.043
H 1.387 3.163 -1.799 0.078 -0.068 -0.069
H 2.001 0.834 -2.379 0.120 0.208 -0.125
H 3.786 0.410 -4.064 0.023 0.065 -0.008
```
Positions in Å, forces in eV/Å.